[1]
Below is C18H30NO4P2Tl as an isolated structure, with properties calculated with the ωB97M-V functional and the def2-TZVPD basis.

Values from the calculation:
HOMO level (eV): -7.0
Orbital gap (hartree): 0.2682
LUMO level (eV): 0.343

Each line ends with the Löwdin charge.
CARTESIAN COORDINATES (ANGSTROEM)
C  -2.48  -1.37  -3.14  -0.036
C  -1.38  -1.19  -2.27  -0.357
N  -1.57  -0.39  -1.16  -0.019
C  -2.76  0.16  -0.85  -0.307
C  -3.85  0.01  -1.71  -0.048
C  -3.70  -0.76  -2.87  -0.061
C  -0.08  -1.73  -2.52  -0.310
P  1.16  -1.67  -1.25  0.762
Tl  0.11  -0.13  0.23  0.419
P  -1.32  1.43  1.23  0.841
C  -2.92  0.84  0.50  -0.230
C  1.77  0.18  1.52  -0.319
C  2.03  -0.84  2.43  -0.122
C  3.08  -0.70  3.36  -0.072
C  3.87  0.45  3.39  -0.102
C  3.60  1.48  2.47  -0.104
C  2.55  1.34  1.54  -0.145
O  0.55  0.81  -3.83  -0.093
O  -0.60  2.76  -2.35  -0.116
H  -2.35  -2.00  -4.02  0.112
H  -4.81  0.47  -1.45  0.111
H  -4.54  -0.90  -3.55  0.110
C  1.47  -3.29  -0.50  -0.236
C  2.76  -1.22  -2.01  -0.224
H  -3.65  1.66  0.45  0.102
H  -3.31  0.09  1.21  0.109
H  0.36  -0.08  -3.42  -0.004
H  0.01  -2.47  -3.33  0.074
C  -1.50  1.31  3.03  -0.202
C  -1.20  3.19  0.83  -0.229
H  1.44  -1.75  2.45  0.078
H  3.27  -1.51  4.08  0.104
H  4.68  0.56  4.11  0.098
H  4.20  2.39  2.47  0.096
H  2.37  2.16  0.84  0.083
H  1.13  0.90  -0.59  0.069
H  0.14  3.38  -2.42  0.052
H  -0.31  2.01  -2.94  -0.002
H  0.21  0.71  -4.74  0.073
H  0.23  1.16  -0.89  0.082
H  1.81  -4.01  -1.26  0.051
H  2.24  -3.20  0.29  0.050
H  0.54  -3.66  -0.04  0.054
H  3.10  -2.02  -2.68  0.057
H  2.64  -0.29  -2.59  0.039
H  3.52  -1.06  -1.22  0.055
H  -2.06  3.74  1.27  0.057
H  -0.26  3.60  1.25  0.058
H  -1.19  3.29  -0.26  0.025
H  -2.34  1.93  3.38  0.062
H  -1.67  0.26  3.32  0.035
H  -0.57  1.65  3.50  0.070
O  -0.57  -1.99  3.78  0.026
C  -1.09  -1.93  2.70  -0.531
O  -0.66  -1.23  1.70  -0.290
H  -2.06  -2.51  2.51  0.146

=====

[2]
Below is C4H5N3O as an isolated structure, with properties calculated with the ωB97M-V functional and the def2-TZVPD basis.

Values from the calculation:
Energy relative to the best compared isomer or geometry (same formula, charge and spin) (kJ/mol): 451.88
HOMO level (eV): -9.9
Orbital gap (hartree): 0.3516
LUMO level (eV): -0.312

Each line ends with the Löwdin charge.
CARTESIAN COORDINATES (ANGSTROEM)
C  0.10  -0.90  -2.17  -0.073
C  -0.33  -0.44  -0.75  -0.322
C  -0.44  -0.27  1.32  -0.397
C  0.60  0.90  -0.46  -0.436
H  1.31  -1.52  -1.82  0.199
H  0.21  0.17  -2.74  0.094
H  -0.76  -1.65  -2.83  0.144
H  -1.10  -1.70  2.30  0.048
H  1.16  1.19  1.75  0.218
N  -0.98  -0.97  0.17  0.150
N  -0.87  -0.72  2.45  0.123
N  0.37  0.98  0.95  0.122
O  1.24  1.59  -1.15  0.130

=====

[3]
Below is a 5-piece molecular cluster, C24H34FN3O19S5 overall, with properties calculated with the ωB97M-V functional and the def2-TZVPD basis.

Values from the calculation:
HOMO level (eV): -9.7
Orbital gap (hartree): 0.3277
LUMO level (eV): -0.749

Each line ends with the Löwdin charge.
CARTESIAN COORDINATES (ANGSTROEM)
C  4.65  3.67  -0.48  -0.043
C  3.25  4.27  -0.29  -0.430
N  3.12  5.52  -0.45  0.140
C  2.07  3.33  0.05  -0.061
C  1.56  2.55  -1.16  -0.077
C  0.87  1.42  -1.04  -0.090
C  0.50  0.74  0.28  -0.126
C  1.71  0.17  1.10  -0.071
C  1.19  -0.95  2.03  -0.497
N  -0.17  -0.97  2.40  0.146
O  1.92  -1.79  2.48  0.059
C  0.36  0.73  -2.31  -0.275
O  0.33  -0.44  -2.44  0.162
C  -0.15  1.70  -3.38  -0.135
N  -1.32  1.41  -4.16  0.119
C  -1.07  1.04  -5.28  -0.736
S  -0.82  0.84  -6.81  0.832
C  0.54  2.83  -3.51  -0.087
C  0.16  3.94  -4.49  -0.084
C  -0.71  4.97  -3.65  -0.135
C  -2.22  4.69  -3.74  -0.206
F  -2.77  5.32  -4.85  -0.055
C  1.77  3.01  -2.61  -0.274
O  2.79  3.43  -3.03  0.165
H  4.56  2.60  -0.76  0.077
H  5.09  4.18  -1.35  0.081
H  5.29  3.80  0.39  0.081
H  2.14  5.75  -0.28  0.050
H  1.24  4.00  0.36  0.129
H  2.39  2.71  0.89  0.104
H  -0.14  -0.12  0.04  0.112
H  -0.14  1.41  0.88  0.129
H  2.15  0.91  1.79  0.113
H  2.50  -0.23  0.45  0.138
H  -0.33  -1.70  3.09  0.077
H  -0.44  -0.06  2.76  0.103
H  1.04  4.51  -4.81  0.122
H  -0.43  3.55  -5.32  0.100
H  -0.46  4.87  -2.57  0.112
H  -0.50  6.01  -3.93  0.119
H  -2.46  3.61  -3.70  0.107
H  -2.73  5.13  -2.86  0.116
C  -4.26  -3.88  5.00  -0.152
C  -4.23  -2.74  4.00  -0.152
O  -3.69  -1.63  4.74  -0.183
S  -2.65  -2.18  5.83  0.623
O  -1.33  -2.06  5.30  -0.246
O  -3.00  -1.64  7.09  -0.197
O  -3.07  -3.73  5.78  -0.197
H  -5.12  -3.79  5.68  0.138
H  -4.28  -4.85  4.52  0.116
H  -5.21  -2.50  3.61  0.139
H  -3.55  -2.96  3.18  0.137
C  1.61  -1.58  6.20  -0.168
C  2.71  -2.12  5.32  -0.163
O  3.93  -1.78  6.00  -0.186
S  3.67  -1.80  7.58  0.610
O  4.11  -3.05  8.10  -0.227
O  4.11  -0.57  8.13  -0.224
O  2.06  -1.81  7.54  -0.188
H  1.49  -0.50  6.07  0.138
H  0.66  -2.07  6.03  0.095
H  2.69  -1.69  4.32  0.095
H  2.66  -3.21  5.24  0.139
C  -0.42  1.95  -11.50  -0.166
C  -0.55  3.40  -11.91  -0.168
O  -1.57  3.94  -11.06  -0.185
S  -1.51  3.20  -9.63  0.572
O  -0.78  4.01  -8.74  -0.227
O  -2.81  2.71  -9.33  -0.221
O  -0.58  1.96  -10.08  -0.220
H  -1.22  1.35  -11.93  0.134
H  0.54  1.52  -11.77  0.136
H  -0.82  3.52  -12.96  0.136
H  0.38  3.95  -11.72  0.134
C  -1.40  -6.97  6.06  -0.158
C  -0.85  -8.25  5.47  -0.160
O  -1.68  -8.51  4.33  -0.182
S  -2.15  -7.11  3.69  0.608
O  -1.30  -6.80  2.60  -0.207
O  -3.57  -7.14  3.57  -0.227
O  -1.76  -6.17  4.93  -0.207
H  -2.30  -7.16  6.64  0.137
H  -0.67  -6.45  6.68  0.140
H  -0.88  -9.08  6.16  0.138
H  0.18  -8.11  5.11  0.136

=====

[4]
Below is a 2-piece molecular cluster, C18H25F4N2O6S overall, with properties calculated with the ωB97M-V functional and the def2-TZVPD basis.

Values from the calculation:
HOMO level (eV): -6.1
Orbital gap (hartree): 0.2975
LUMO level (eV): 1.948
Net charge: -1

Each line ends with the Löwdin charge.
CARTESIAN COORDINATES (ANGSTROEM)
C  4.10  -0.84  1.85  -0.059
C  2.62  -0.15  1.97  -0.294
C  2.04  -0.14  3.45  -0.042
N  2.14  0.39  0.87  0.098
C  0.94  -0.33  0.30  -0.336
C  0.58  0.60  -1.00  -0.064
O  1.52  1.73  -1.14  -0.115
C  2.42  1.29  -2.18  -0.198
C  2.14  1.52  -3.70  -0.004
C  3.11  0.98  -4.82  -0.072
C  4.41  0.17  -4.48  -0.094
C  4.71  -0.02  -2.97  -0.082
C  3.75  0.52  -1.85  0.010
C  1.27  -1.85  0.01  -0.046
C  0.80  -2.52  -1.34  -0.308
C  -0.71  -2.39  -1.78  -0.055
F  1.17  -3.94  -1.28  -0.086
O  -0.13  -0.06  1.26  -0.019
C  -1.36  -0.69  1.01  -0.333
O  -1.62  -1.92  1.22  0.041
C  -2.64  0.17  0.48  -0.060
C  -3.59  -0.66  -0.52  -0.262
N  -5.00  -0.83  -0.01  -0.030
H  4.26  -1.62  2.67  0.079
H  4.29  -1.25  0.80  0.058
H  4.84  0.03  1.98  0.092
H  2.70  0.46  4.18  0.091
H  0.94  0.18  3.53  0.084
H  2.08  -1.23  3.83  0.091
H  -0.45  1.09  -0.92  0.137
H  0.61  0.06  -2.00  0.107
H  1.21  2.05  -4.07  0.096
H  2.89  1.12  -5.94  0.080
H  5.11  -0.26  -5.26  0.076
H  5.65  -0.61  -2.66  0.084
H  4.09  0.30  -0.78  0.070
H  2.41  -2.06  0.06  0.121
H  0.84  -2.48  0.88  0.147
H  1.45  -2.09  -2.20  0.145
H  -1.34  -3.15  -1.19  0.096
H  -0.78  -2.69  -2.89  0.098
H  -1.18  -1.35  -1.71  0.069
H  -2.35  1.21  0.11  0.114
H  -3.27  0.34  1.44  0.118
H  -3.21  -1.71  -0.78  0.085
H  -3.67  -0.05  -1.49  0.110
H  -5.64  -0.59  -0.79  0.064
H  -5.22  -0.13  0.72  0.023
C  -4.63  2.89  4.24  -0.621
F  -3.40  2.32  4.41  0.088
F  -5.48  2.16  5.00  0.091
F  -4.55  4.11  4.82  0.092
S  -5.14  2.97  2.45  0.467
O  -5.16  1.58  2.00  -0.360
O  -4.12  3.77  1.79  -0.344
O  -6.46  3.60  2.46  -0.338

=====

[5]
Below is C24H41BeCl3CsF3I2KNO10S2 as an isolated structure, with properties calculated with the ωB97M-V functional and the def2-TZVPD basis.

Values from the calculation:
HOMO level (eV): -8.6
Orbital gap (hartree): 0.0489
LUMO level (eV): -7.246
Net charge: +2

Each line ends with the Löwdin charge.
CARTESIAN COORDINATES (ANGSTROEM)
C  0.23  -4.15  0.20  -0.176
C  1.67  -3.61  0.29  -0.943
I  2.65  -4.06  -1.61  0.765
C  2.43  -4.20  1.47  -0.175
C  2.68  -3.25  2.66  -0.393
C  1.38  -2.54  3.00  -0.059
C  1.25  -1.87  4.36  -0.533
O  1.47  -2.43  5.37  0.167
O  0.84  -0.58  4.34  0.094
O  3.10  -4.12  3.73  0.090
C  4.41  -4.37  3.61  -0.511
O  5.04  -5.17  4.17  0.276
O  4.94  -3.46  2.67  -0.034
C  4.01  -2.45  2.49  -0.741
I  4.54  -1.50  0.65  1.193
S  4.58  -1.29  3.88  0.740
O  4.22  -1.75  5.17  -0.181
O  5.98  -1.07  3.65  -0.264
C  3.89  0.45  3.70  -0.773
F  3.44  0.79  4.88  0.030
F  2.93  0.61  2.82  0.160
F  4.89  1.22  3.26  -0.089
H  -0.38  -3.77  1.02  0.079
H  0.24  -5.23  0.14  0.099
H  -0.24  -3.81  -0.71  0.036
H  1.59  -2.52  0.30  -0.192
H  3.38  -4.58  1.10  0.102
H  1.83  -5.01  1.88  0.092
H  0.56  -3.28  3.06  0.012
H  1.13  -1.84  2.20  0.096
H  0.30  -0.40  3.56  0.037
K  5.24  1.94  5.09  1.241
C  -2.84  0.51  2.22  -1.515
Cl  -3.62  1.29  0.86  0.572
Cl  -3.83  -0.69  2.98  0.656
Cl  -1.34  -0.34  1.64  0.498
H  -2.54  1.26  2.93  0.021
C  2.65  -3.41  -6.23  -0.250
S  3.60  -2.02  -5.63  0.849
O  3.39  -1.97  -4.14  -0.684
C  2.58  -0.73  -6.33  -0.255
H  3.12  -4.32  -5.85  0.058
H  1.62  -3.33  -5.87  0.063
H  2.68  -3.41  -7.32  0.068
H  1.56  -0.83  -5.97  0.061
H  2.61  -0.82  -7.42  0.067
H  3.00  0.22  -6.03  0.055
C  -5.29  -3.69  5.96  -0.073
C  -5.83  -3.07  4.65  -0.666
C  -7.33  -3.47  4.53  -0.068
O  -5.15  -3.56  3.59  -0.188
H  -5.38  -4.77  5.94  0.074
H  -4.24  -3.42  6.09  0.059
H  -5.85  -3.31  6.82  0.072
H  -5.80  -1.97  4.77  0.092
H  -7.43  -4.55  4.50  0.075
H  -7.76  -3.04  3.63  0.067
H  -7.89  -3.09  5.39  0.073
Cs  1.44  -1.84  -1.47  1.032
C  -3.07  4.82  -4.34  0.008
C  -1.55  4.57  -4.32  -0.472
C  -0.83  5.92  -4.39  -0.129
C  -0.94  6.81  -3.14  -0.145
C  -1.12  6.01  -1.84  -0.129
C  -0.59  4.57  -1.90  -0.484
N  -1.23  3.86  -3.04  -0.049
O  -0.97  2.66  -3.13  0.091
C  -1.02  3.88  -0.61  -0.027
C  0.93  4.55  -2.02  0.008
C  -1.17  3.73  -5.52  -0.023
H  -3.60  3.87  -4.30  0.098
H  -3.34  5.33  -5.27  0.102
H  -3.40  5.43  -3.51  0.087
H  0.23  5.74  -4.61  0.111
H  -1.21  6.45  -5.26  0.132
H  -0.06  7.44  -3.08  0.117
H  -1.79  7.49  -3.25  0.117
H  -0.64  6.52  -1.01  0.128
H  -2.18  5.97  -1.58  0.119
H  -2.10  3.81  -0.54  0.082
H  -0.66  4.46  0.24  0.098
H  -0.60  2.88  -0.54  0.078
H  1.34  5.06  -1.15  0.102
H  1.30  5.04  -2.91  0.086
H  1.30  3.52  -2.02  0.088
H  -1.45  4.29  -6.41  0.104
H  -1.69  2.78  -5.54  0.091
H  -0.09  3.54  -5.55  0.095
Be  -0.13  -5.36  3.90  0.462

=====

[6]
Below is C19H18Cl2N2O3PdS2 as an isolated structure, with properties calculated with the ωB97M-V functional and the def2-TZVPD basis.

Values from the calculation:
Energy relative to the best compared isomer or geometry (same formula, charge and spin) (kJ/mol): 13.89
2S+1: 5
HOMO level (alpha / beta) (eV): -14.8 / -15.1
Orbital gap (alpha / beta) (hartree): 0.3305 / 0.2069
LUMO level (alpha / beta) (eV): -5.813 / -9.477
Net charge: +2

Each line ends with the Löwdin charge.
CARTESIAN COORDINATES (ANGSTROEM)
Pd  0.08  -0.82  0.37  0.883
Cl  -1.00  1.44  0.28  0.806
C  0.21  2.67  0.64  -0.592
C  -0.24  3.87  1.10  -0.066
C  0.70  4.88  1.36  -0.001
C  2.05  4.67  1.16  -0.050
C  2.48  3.44  0.70  -0.653
Cl  4.14  3.14  0.39  0.810
C  1.57  2.41  0.43  -0.625
S  2.19  0.95  -0.20  1.099
H  -1.30  4.04  1.26  0.128
H  0.35  5.84  1.72  0.135
H  2.77  5.45  1.35  0.132
C  -2.22  -5.09  2.61  -0.012
C  -1.30  -4.43  1.63  -0.222
C  -1.82  -3.68  0.57  -0.005
C  -0.99  -3.06  -0.34  -0.120
C  0.41  -3.18  -0.19  -0.484
C  0.95  -3.94  0.85  -0.051
C  0.09  -4.54  1.75  -0.001
S  1.45  -2.54  -1.49  1.004
C  0.91  -3.53  -2.87  -0.198
O  0.81  -1.15  -1.69  -0.639
H  -3.01  -5.63  2.09  0.101
H  -2.70  -4.33  3.23  0.098
H  -1.69  -5.79  3.26  0.091
H  -2.89  -3.59  0.46  0.141
H  -1.41  -2.54  -1.20  0.122
H  2.02  -4.05  0.95  0.131
H  0.51  -5.14  2.56  0.133
H  -0.14  -3.31  -3.07  0.074
H  1.07  -4.57  -2.60  0.086
H  1.53  -3.26  -3.73  0.077
C  -0.54  -1.87  5.12  0.037
N  0.55  -1.38  4.26  -0.021
C  1.80  -1.06  4.75  0.002
C  2.78  -0.56  3.98  0.050
C  2.52  -0.33  2.58  -0.459
O  3.35  0.19  1.81  -0.058
N  1.29  -0.73  2.15  0.077
C  0.31  -1.18  2.94  -0.524
O  -0.80  -1.40  2.39  -0.021
H  -0.13  -2.07  6.11  0.103
H  -0.96  -2.78  4.71  0.090
H  -1.32  -1.12  5.20  0.110
H  1.94  -1.24  5.81  0.146
H  3.74  -0.30  4.39  0.134